# 1
Formula: C5H17N3
Source: OMol25
Level of theory: ωB97M-V/def2-TZVPD

XYZ file:
```
25
Properties=species:S:1:pos:R:3:forces:R:3
C 1.513 1.069 1.830 2.241 -0.729 -0.371
C -2.222 -0.722 -2.046 -0.506 0.681 1.325
C 0.317 -0.612 0.461 0.114 -0.609 -1.661
C 0.863 0.636 0.561 -0.628 -3.023 -0.252
C -2.905 -0.516 -0.602 0.996 1.337 -2.116
N -3.146 0.690 -0.114 -1.283 1.363 0.792
N 4.200 -0.140 -0.211 0.438 0.629 -1.773
N -3.295 -1.500 0.132 0.113 -3.662 -0.544
H 1.682 0.192 2.475 -0.252 0.346 -0.139
H 2.508 1.613 1.797 -1.077 -0.443 -0.470
H 0.872 1.728 2.308 -1.170 1.378 1.231
H -1.586 0.174 -2.413 -1.028 -1.501 1.121
H -1.619 -1.686 -2.015 -1.047 1.271 -0.364
H -3.124 -0.731 -2.698 0.790 -0.537 0.038
H 0.351 -1.489 1.165 0.121 1.462 -0.198
H 3.467 -0.807 -0.258 -0.912 -1.264 0.280
H 0.746 1.204 -0.352 0.177 0.722 0.272
H -3.333 1.516 -0.711 0.729 -0.903 0.413
H -3.665 0.739 0.806 0.847 0.055 -1.527
H 4.109 0.413 0.597 -0.442 1.136 1.548
H 4.075 0.444 -1.049 0.382 0.052 0.236
H 5.122 -0.545 -0.188 0.555 -0.556 -0.262
H -0.147 -0.958 -0.539 0.784 0.909 1.677
H -3.273 -2.503 -0.172 0.381 1.528 0.203
H -3.842 -1.382 0.957 -0.323 0.359 0.542
```
Forces are in eV/Å.

Output
- HOMO level (eV) = -16.261
- energy above the lowest of the compared OMol25 structures with the same formula, charge and spin (eV) = 0.000
- energy (eV) = -9914.658
- total charge = +2

=====

# 2
Formula: C5H17N3O
Source: OMol25
Level of theory: ωB97M-V/def2-TZVPD

XYZ file:
```
26
Properties=species:S:1:pos:R:3:forces:R:3
C 1.449 -1.686 0.207 -0.072 0.203 -0.013
C 0.985 -0.727 1.280 -2.909 0.573 -0.366
N -0.319 0.205 0.815 1.825 -0.599 0.511
N -1.580 -0.324 0.410 0.432 -0.296 0.456
N -2.061 -1.415 1.159 0.078 -0.171 0.108
C -1.636 -0.596 -1.025 -0.018 0.164 -0.256
C -1.829 0.694 -1.814 0.059 -0.188 0.096
H 0.681 -2.413 -0.048 -0.015 -0.087 0.002
H 1.735 -1.141 -0.689 0.011 0.047 -0.037
H 2.324 -2.227 0.575 -0.045 -0.019 -0.005
H 1.776 -0.033 1.564 -0.363 0.215 -0.078
H 0.601 -1.257 2.158 0.401 0.033 -0.016
H -0.504 0.853 1.579 0.090 -0.305 -0.003
H -2.329 -1.091 2.081 0.051 -0.049 -0.070
H -1.380 -2.171 1.245 -0.033 0.159 0.030
H -0.738 -1.116 -1.379 -0.062 -0.038 0.046
H -2.493 -1.255 -1.168 0.095 0.051 0.040
H -2.708 1.225 -1.451 -0.036 0.014 0.005
H -1.974 0.456 -2.867 0.011 0.024 -0.083
H -0.959 1.341 -1.729 0.027 0.050 -0.032
C 2.118 2.362 -0.122 -0.214 -0.049 0.149
O 1.367 1.360 -0.738 -1.911 -0.690 0.444
H 1.489 3.160 0.299 0.111 0.016 -0.012
H 2.784 2.811 -0.865 -0.022 0.025 0.089
H 2.747 1.961 0.690 0.033 0.113 0.024
H 0.457 1.024 -0.165 2.474 0.804 -1.028
```
Forces are in eV/Å.

Output
- HOMO level (eV) = -8.902
- energy above the lowest of the compared OMol25 structures with the same formula, charge and spin (eV) = 3.390
- energy (eV) = -11975.587
- SMILES string = CCNN(N)CC.CO
- total charge = 0

=====

# 3
Formula: C5H17N4S
Source: OMol25
Level of theory: ωB97M-V/def2-TZVPD

XYZ file:
```
27
Properties=species:S:1:pos:R:3:forces:R:3
C -0.363 2.019 0.978 -0.077 -2.814 -0.857
C -1.476 -1.993 0.455 -0.002 -2.105 -3.204
C 0.979 1.131 0.778 -3.221 1.506 -1.394
C -2.590 -0.245 -0.879 -6.809 -1.079 -1.946
C 2.106 -0.872 -0.543 0.815 5.732 2.260
N -2.642 1.013 -1.418 1.350 0.901 -0.085
N 2.216 -1.431 0.753 0.704 -2.407 0.205
N -1.552 -0.770 -0.265 7.655 0.018 0.544
N 0.924 0.442 -0.480 1.202 -4.072 -0.843
S 3.729 0.013 -0.961 -0.892 -0.745 -0.631
H -1.288 1.399 1.272 1.362 0.967 -0.750
H -0.068 2.534 1.832 -0.106 1.616 1.387
H -0.535 2.675 0.090 0.072 -0.465 0.888
H -0.465 -2.474 0.535 -0.693 1.099 -0.304
H -1.777 -1.704 1.379 -1.212 0.199 3.475
H -2.185 -2.790 0.023 0.696 1.276 0.631
H 1.066 0.377 1.508 0.261 -0.420 1.256
H 1.680 1.915 0.794 1.687 0.478 0.323
H -3.515 -0.885 -0.843 0.840 1.240 -0.346
H 1.802 -1.476 -1.329 -0.678 -1.364 -1.044
H -3.594 1.340 -1.595 0.775 0.242 -0.146
H -1.799 1.547 -1.793 -1.763 -1.065 0.652
H 3.025 -1.181 1.402 -1.422 0.484 -1.703
H 2.479 -2.396 0.498 -0.526 0.089 0.843
H -0.538 -0.232 -0.510 -0.518 -0.702 0.763
H 1.182 0.971 -1.290 0.140 0.613 -0.270
H 3.198 1.071 -0.394 0.359 0.780 0.297
```
Forces are in eV/Å.

Output
- spin multiplicity = 3
- HOMO level (spin up / spin down) (eV) = -9.690 / -12.439
- energy (eV) = -22243.611
- total charge = +1

=====

# 4
Formula: C5H17NO2
Source: OMol25
Level of theory: ωB97M-V/def2-TZVPD

XYZ file:
```
25
Properties=species:S:1:pos:R:3:forces:R:3
C -1.228 -1.001 -1.523 0.112 -2.111 -0.180
C -0.390 -0.266 -2.537 -0.879 2.021 -0.528
C -0.773 -0.848 -0.091 0.601 -0.495 -0.853
N 0.630 -1.301 0.041 -0.155 0.790 1.012
C 1.164 -0.788 1.327 0.394 -0.462 0.042
C 2.665 -0.591 1.237 1.255 0.045 0.644
H -1.166 -2.079 -1.791 -0.034 0.097 0.160
H -2.301 -0.804 -1.575 0.100 0.515 -0.216
H -0.626 0.812 -2.440 0.249 -0.354 0.169
H 0.692 -0.345 -2.446 -0.148 -0.470 0.142
H -0.733 -0.473 -3.555 0.270 -0.432 -0.070
H -0.838 0.223 0.089 -0.022 -0.151 0.568
H -1.390 -1.457 0.575 -0.462 0.336 0.183
H 0.661 -2.315 0.087 -0.094 0.066 -0.206
H 1.029 -1.507 2.160 -0.379 0.099 -0.197
H 0.617 0.129 1.592 0.353 -0.301 -0.022
H 3.160 -1.474 0.811 -0.247 0.130 -0.341
H 3.172 -0.519 2.219 -0.567 0.084 0.012
H 3.012 0.305 0.712 -0.426 -0.204 -0.322
H -0.949 2.154 0.934 -0.245 -0.608 0.208
H -1.658 2.095 2.429 0.196 0.001 -0.331
O -0.972 1.686 1.886 -0.109 0.585 0.221
H -0.178 2.248 -1.003 0.436 0.223 -0.298
H 0.816 1.321 0.073 0.139 0.412 -0.243
O -1.022 2.321 -0.564 -0.339 0.182 0.447
```
Forces are in eV/Å.

Output
- spin multiplicity = 2
- HOMO level (spin up / spin down) (eV) = -3.725 / -3.952
- energy above the lowest of the compared OMol25 structures with the same formula, charge and spin (eV) = 2.384
- energy (eV) = -11042.860
- total charge = -1

=====

# 5
Formula: C5H17NO2
Source: OMol25
Level of theory: ωB97M-V/def2-TZVPD

XYZ file:
```
25
Properties=species:S:1:pos:R:3:forces:R:3
C 1.356 0.221 2.158 2.591 -1.215 1.765
C 1.601 0.852 0.853 1.321 1.081 -0.599
C 0.334 0.625 0.004 0.417 1.353 1.031
C 0.567 1.579 -1.163 -1.690 0.296 -1.538
C 0.271 -0.893 -0.316 -4.229 3.313 -3.927
N -1.200 -1.353 -0.490 0.184 0.591 0.556
H 2.291 0.005 2.697 -0.036 0.304 0.036
H 0.778 0.776 2.813 -1.109 1.775 1.155
H 0.865 -0.718 2.234 -0.510 -1.116 -0.899
H 1.851 2.016 1.019 -0.620 -2.590 -0.457
H 2.574 0.401 0.310 -2.233 0.918 1.008
H -0.690 0.991 0.575 2.849 -1.162 -1.094
H 1.005 1.018 -2.062 -0.572 1.200 1.084
H -0.450 2.002 -1.364 0.757 -0.427 -0.916
H 1.119 2.519 -0.894 0.008 -1.249 -0.231
H 0.959 -1.182 -1.125 -0.662 0.527 -0.773
H 0.675 -1.462 0.367 1.530 -2.711 4.353
H -1.836 -0.625 -0.954 1.781 -1.108 0.524
H -1.610 -1.331 0.494 1.274 -0.328 -2.079
O -2.479 -0.237 1.437 -2.217 0.718 -3.283
H -3.368 -0.410 0.984 1.840 0.497 0.494
H -2.716 -0.426 2.288 -0.622 -0.618 3.991
O -0.885 -1.286 -3.498 -1.224 0.536 -2.003
H -0.444 -2.094 -3.688 0.510 -0.959 -0.081
H -0.568 -0.991 -2.679 0.666 0.375 1.882
```
Forces are in eV/Å.

Output
- HOMO level (eV) = -8.790
- energy above the lowest of the compared OMol25 structures with the same formula, charge and spin (eV) = 3.154
- energy (eV) = -11043.103
- SMILES string = CC[C@@H](C)CN.O.O
- total charge = 0

=====

# 6
Formula: C5H17NO2
Source: OMol25
Level of theory: ωB97M-V/def2-TZVPD

XYZ file:
```
25
Properties=species:S:1:pos:R:3:forces:R:3
C 0.750 -1.363 1.402 1.727 -0.684 -0.591
C 1.132 -0.518 0.177 0.585 2.551 0.911
C 2.640 -0.060 0.047 -0.577 -1.308 0.833
C 0.396 0.863 0.415 0.010 -1.035 0.366
C 0.174 1.797 -0.750 -1.625 -0.002 -0.025
N -1.017 1.401 -1.538 0.096 0.532 -0.687
H 1.616 -1.965 1.700 0.073 0.103 0.188
H 0.491 -0.726 2.250 -0.358 -0.377 -0.096
H 0.041 -2.118 1.080 -0.635 0.354 0.540
H 0.944 -1.071 -0.744 -0.594 0.255 -0.047
H 2.937 -0.118 -0.991 0.369 -0.004 -0.135
H 2.855 0.933 0.438 -0.274 0.092 -0.124
H 3.217 -0.744 0.677 0.365 -0.043 -0.446
H -0.530 0.727 0.977 -0.757 -0.312 -0.773
H 0.900 1.326 1.271 0.825 0.181 -0.490
H -0.059 2.764 -0.284 0.331 0.112 -0.561
H 0.955 1.875 -1.506 0.592 0.104 0.656
H -1.259 0.438 -1.431 0.193 -0.359 0.045
H -1.876 1.874 -1.303 0.191 0.236 0.363
O -3.240 0.416 0.113 -0.809 -0.339 -0.901
H -3.350 -0.317 -0.530 -0.010 0.693 0.721
H -2.654 0.033 0.759 0.332 -0.267 0.425
O -1.648 -1.905 -0.385 -0.658 -0.747 0.068
H -1.207 -1.174 -0.817 0.144 -0.082 -0.330
H -2.210 -2.368 -1.028 0.463 0.346 0.090
```
Forces are in eV/Å.

Output
- HOMO level (eV) = -8.958
- energy above the lowest of the compared OMol25 structures with the same formula, charge and spin (eV) = 1.556
- energy (eV) = -11044.701
- SMILES string = CC(C)CCN.O.O
- total charge = 0